Arrangement i

DFT (wB97M-V/def2-TZVPD) results for a single C7H14N2 molecule.

HOMO	-8.787	eV
SMILES	C#C[C@@H](NN)C(C)(C)C
M	126.203	g/mol
Kohn-Sham gap	9.68	eV

CARTESIAN COORDINATES (ANGSTROEM)
N  3.0125  1.1710  0.4614
N  1.7495  0.9198  -0.1652
C  -1.1082  -0.7562  -1.2535
C  1.0222  -0.2309  0.3793
C  1.8963  -2.5504  -0.4465
C  -0.7969  0.0995  -0.0383
C  -1.0188  1.6105  -0.2379
C  -1.5405  -0.4910  1.2215
C  1.3785  -1.5288  -0.0790
H  3.6216  0.3776  0.2461
H  2.8306  1.3233  1.4510
H  -0.9939  -1.4441  1.5639
H  -0.0770  2.0221  -0.5251
H  1.0047  -0.3814  1.4031
H  2.0363  -3.5393  -0.8462
H  -0.9449  -0.1579  -2.1463
H  -1.8074  1.9583  -0.9318
H  1.7969  0.9338  -1.1362
H  -0.6672  -1.7532  -1.2878
H  -2.1839  -0.9724  -1.1115
H  -2.5399  -0.8675  1.0108
H  -1.5295  0.2116  2.0697
H  -1.2272  2.0742  0.7701

Arrangement ii

DFT (wB97M-V/def2-TZVPD) results for a single C7H14N2 molecule.

HOMO	-7.795	eV
SMILES	CN1N[C@@H]2CCCC[C@@H]21
M	126.203	g/mol
Kohn-Sham gap	8.88	eV

CARTESIAN COORDINATES (ANGSTROEM)
N  -0.8276  1.4638  -1.2566
N  -0.4981  1.7718  0.0839
C  0.7837  1.0218  -0.0021
C  1.1633  -0.0575  1.0672
C  0.4995  -1.4193  0.9387
C  -0.3849  -0.9468  -1.3364
C  0.2556  0.4835  -1.3559
C  -1.4978  1.3977  1.0991
C  0.4175  -1.9418  -0.4837
H  -1.3789  -0.8854  -0.9721
H  -1.8324  0.3470  1.0427
H  1.5425  1.7480  -0.1041
H  0.9703  0.6711  -2.1724
H  1.0371  0.3868  2.0473
H  1.0958  -2.0832  1.5456
H  -0.4781  -1.3500  1.3715
H  -0.6435  2.2790  -1.8357
H  -0.4115  -1.2710  -2.4092
H  -0.0602  -2.8997  -0.5096
H  -1.0479  1.5348  2.0828
H  -2.3806  2.0285  1.0523
H  1.4121  -2.1098  -0.9231
H  2.2643  -0.1693  1.0297

Arrangement iii

DFT (wB97M-V/def2-TZVPD) results for 2 unconnected molecules or ions with the total composition C7H14N2.

HOMO	-8.585	eV
SMILES	Cc1c[nH]cn1.CCC
M	126.203	g/mol
Kohn-Sham gap	9.44	eV

CARTESIAN COORDINATES (ANGSTROEM)
N  -1.7517  -0.4306  1.1581
N  -1.6845  1.7399  0.7864
C  1.5290  -1.2254  -0.6920
C  0.9231  -1.5944  -3.1560
C  -1.0337  0.1175  2.1927
C  -0.3067  2.5068  2.7661
C  -2.1072  0.5782  0.3407
C  1.1228  -0.5912  -2.0482
C  -1.0154  1.4645  1.9474
H  1.5449  -2.4739  -3.0044
H  -2.6720  0.4949  -0.5746
H  0.2929  0.0952  -1.8374
H  0.7687  2.3432  2.7033
H  -0.5149  3.5121  2.4301
H  -0.6961  -0.4118  3.0694
H  0.9634  -0.8775  0.1643
H  -0.0965  -1.9425  -3.3071
H  1.5101  -2.3152  -0.7420
H  2.5475  -0.8987  -0.4530
H  -1.8948  -1.3886  0.8828
H  1.8819  0.1428  -2.2960
H  -0.6241  2.4003  3.7878
H  1.3131  -1.2454  -4.1185

Arrangement iv

DFT (wB97M-V/def2-TZVPD) results for 2 unconnected molecules or ions with the total composition C7H14N2.

HOMO	-8.486	eV
M	126.203	g/mol
Kohn-Sham gap	9.44	eV

CARTESIAN COORDINATES (ANGSTROEM)
N  -2.2258  -0.4754  -0.4403
N  -2.4949  0.3283  0.4596
C  1.0199  1.6232  -0.4074
C  1.3393  -0.3943  1.7523
C  1.3568  -0.6911  0.2167
C  1.6531  -2.0920  -0.1666
C  -2.8641  1.5868  -0.1547
C  1.1140  0.1812  -0.7083
C  -2.1530  -1.4689  -1.0949
H  1.9494  2.0614  -0.5709
H  0.5003  0.1710  1.8355
H  1.1866  -1.2564  2.4322
H  0.4507  2.1890  -1.0476
H  0.9653  -2.4735  -0.9154
H  -2.9493  2.4514  0.6441
H  1.8367  -2.6821  0.6563
H  2.2372  0.1203  2.0618
H  -2.2549  1.8340  -0.9739
H  -1.3677  -2.0874  -1.3935
H  0.6939  1.6770  0.5636
H  -3.8560  1.5222  -0.3915
H  1.1818  -0.0941  -1.7860
H  2.6806  -2.0307  -0.5713

In terms of stability, arrangement iii leads; the second structure lies 0.0614 hartree higher.

Arrangement i

DFT (wB97M-V/def2-TZVPD) results for a single C7H14N2 molecule.

HOMO	-6.740	eV
SMILES	CCCN1C=CN(C)C1
M	126.203	g/mol
Kohn-Sham gap	7.84	eV

CARTESIAN COORDINATES (ANGSTROEM)
N  0.2770  -0.8818  0.5189
N  -1.9104  -0.1481  0.2165
C  1.7921  -0.6593  0.7395
C  -0.1886  -1.1744  -0.8056
C  2.5298  0.1186  -0.3267
C  -1.4260  -0.6887  -0.9630
C  -2.7418  1.0192  0.0184
C  -0.7585  0.0766  1.0386
C  2.0482  1.5470  -0.4571
H  0.3842  -1.7870  -1.4817
H  2.1895  -1.6781  0.7615
H  2.6591  2.0718  -1.1852
H  -1.0020  -0.2315  2.0899
H  -0.3105  1.0788  1.0326
H  3.5958  0.0653  -0.0274
H  -2.0464  -0.6438  -1.8719
H  0.9540  1.5331  -0.6786
H  2.1133  2.0665  0.5084
H  2.3720  -0.3707  -1.3268
H  -3.5853  0.7542  -0.6347
H  1.8733  -0.3079  1.7820
H  -2.2283  1.8152  -0.5695
H  -3.0659  1.4090  0.9891

Arrangement ii

DFT (wB97M-V/def2-TZVPD) results for a molecular structure, C7H14N2.

HOMO	-6.952	eV
M	126.203	g/mol
Kohn-Sham gap	7.98	eV

CARTESIAN COORDINATES (ANGSTROEM)
N  -1.8614  -1.4059  -0.9097
N  0.5579  -2.0937  -0.3348
C  2.5098  -0.4597  0.9018
C  -1.5546  0.9980  -1.0310
C  1.0008  1.5552  0.6040
C  -1.0440  -0.3390  -0.5686
C  0.3268  -0.6854  -0.2635
C  1.2702  0.1495  0.2913
C  -1.8477  1.1615  0.4239
H  -0.0248  1.5717  1.1690
H  0.7010  2.1679  -0.2453
H  3.1487  -0.9031  0.1311
H  0.3624  -2.4564  -1.2607
H  1.8520  2.0518  1.0679
H  -2.3899  0.9204  -1.7344
H  1.4732  -2.3872  -0.0326
H  -2.7486  0.6994  0.8114
H  -1.7399  2.1493  0.8483
H  -2.8065  -1.1700  -1.1682
H  -0.7878  1.6566  -1.4290
H  2.2753  -1.2506  1.6230
H  -1.7674  -2.2237  -0.3209
H  3.0944  0.2936  1.4274

In terms of stability, arrangement i leads; the second structure lies 0.0468 hartree higher.

Arrangement i

DFT (wB97M-V/def2-TZVPD) results for 2 unconnected molecules or ions with the total composition C2H5N2.

net charge	+1
HOMO	-15.043	eV
M	57.076	g/mol
Kohn-Sham gap	9.49	eV

CARTESIAN COORDINATES (ANGSTROEM)
N  -0.7651  0.0342  -1.7605
N  0.3189  -0.9468  0.7861
C  0.6592  -0.2834  1.7512
C  0.0954  0.3874  -0.8863
H  0.5868  -0.9213  2.6333
H  0.4037  1.4698  -0.6570
H  1.0606  0.5862  2.1408
H  -1.2049  0.5445  -2.5845
H  -1.1546  -0.8706  -1.4233

Arrangement ii

DFT (wB97M-V/def2-TZVPD) results for a gas-phase ion, C2H5N2 (charge +1).

net charge	+1
HOMO	-16.419	eV
SMILES	CN1C=[NH+]1
M	57.076	g/mol
Kohn-Sham gap	10.15	eV

CARTESIAN COORDINATES (ANGSTROEM)
N  -1.7507  0.6688  0.2562
N  -0.5247  -0.3670  0.6194
C  0.9458  0.1106  0.2532
C  -1.4734  -0.4806  -0.2667
H  0.9585  0.3611  -0.8297
H  1.6960  -0.7447  0.4887
H  -1.9426  1.5422  -0.0733
H  1.0652  0.9258  0.9169
H  -2.0947  -1.1686  -0.7832

Arrangement iii

DFT (wB97M-V/def2-TZVPD) results for a gas-phase ion, C2H5N2 (charge +1).

net charge	+1
HOMO	-15.889	eV
SMILES	[NH2+]=C1CN1
M	57.076	g/mol
Kohn-Sham gap	11.80	eV

CARTESIAN COORDINATES (ANGSTROEM)
N  1.1598  -0.3480  -0.1982
N  -1.3760  -0.5558  -0.3287
C  -0.2156  -0.1225  -0.0486
C  0.7293  0.8111  0.5396
H  0.8172  0.8042  1.5839
H  -2.1361  0.0467  -0.1752
H  1.9320  -0.9110  -0.3832
H  -1.6411  -1.3972  -0.9591
H  0.7305  1.6725  -0.0305

In terms of stability, arrangement iii leads; the second structure lies 0.0958 hartree higher.

Arrangement i

DFT (wB97M-V/def2-TZVPD) results for a single C5H7N3O2S molecule.

multiplicity	3
HOMO (spin up / spin down)	-8.611 / -8.709	eV
M	173.197	g/mol
Kohn-Sham gap (spin up / spin down)	8.67 / 7.25	eV

CARTESIAN COORDINATES (ANGSTROEM)
S  -0.2750  -2.7645  -2.1177
O  -0.0867  -0.7535  -5.4335
O  -2.1693  -1.7780  -3.7163
N  -1.1767  -2.7155  0.4602
N  -0.2804  -0.7260  -0.3668
N  -0.1661  -1.1309  -4.2479
C  -0.9775  -1.8549  -3.4958
C  -0.2615  -0.2676  1.0057
C  0.0562  -0.0752  -1.4869
C  -0.7420  -2.0340  -0.4877
C  0.9541  1.0895  -1.1597
H  1.1897  1.3009  -0.0892
H  1.8702  0.9426  -1.9158
H  0.6882  -0.6299  1.5063
H  -1.4784  -3.6358  0.2547
H  -0.4837  0.7458  1.1971
H  -1.1162  -0.7591  1.5057
H  0.4737  1.8877  -1.6892

Arrangement ii

DFT (wB97M-V/def2-TZVPD) results for a single C5H7N3O2S molecule.

multiplicity	3
HOMO (spin up / spin down)	-6.077 / -9.091	eV
M	173.197	g/mol
Kohn-Sham gap (spin up / spin down)	6.07 / 6.78	eV

CARTESIAN COORDINATES (ANGSTROEM)
S  3.1911  -1.2564  -0.7217
O  -3.8523  -1.0433  -0.9279
O  -3.8501  -0.8488  1.2266
N  -1.4087  0.4313  -0.3626
N  -3.2076  -0.8937  0.1149
N  1.0220  0.2529  -0.0955
C  4.3734  -1.2906  0.7917
C  2.0587  -0.3618  0.1447
C  -0.0604  0.8844  -0.3060
C  -1.7952  -0.7602  0.0258
C  -2.2939  1.5379  -0.5871
H  -1.8845  2.4622  -0.4266
H  -3.2101  1.4446  -0.0013
H  4.9117  -2.1863  0.6338
H  -2.6053  1.4792  -1.6395
H  3.6573  -1.4722  1.5119
H  0.0105  2.0049  -0.4714
H  4.9434  -0.3841  1.0900

In terms of stability, arrangement i leads; the second structure lies 0.1189 hartree higher.

Arrangement i

DFT (wB97M-V/def2-TZVPD) results for a single C3H4O3S molecule.

HOMO (spin up / spin down)	-10.551 / -10.540	eV
M	120.129	g/mol
Kohn-Sham gap (spin up / spin down)	6.60 / 6.57	eV

CARTESIAN COORDINATES (ANGSTROEM)
S  0.4119  -2.0592  0.0392
O  2.4644  1.5876  0.0061
O  1.8244  -0.3259  -0.8833
O  0.7647  0.4723  0.8764
C  -1.3329  0.0227  -0.3389
C  -0.2463  -0.4601  0.5779
C  1.8103  0.6009  -0.0917
H  -0.7826  -0.5357  1.6158
H  -1.4245  1.0971  -0.1513
H  -1.1147  -0.2081  -1.4902
H  -2.3746  -0.1917  -0.1599

Arrangement ii

DFT (wB97M-V/def2-TZVPD) results for 3 unconnected molecules or ions with the total composition C3H4O3S.

HOMO	-10.274	eV
M	120.129	g/mol
Kohn-Sham gap	9.60	eV

CARTESIAN COORDINATES (ANGSTROEM)
S  1.9298  3.3196  1.0194
O  2.7938  3.1419  2.1233
O  -0.9837  -0.5721  -1.8070
O  0.5273  3.3104  1.2975
C  -1.5739  0.4912  -1.7614
C  2.3312  0.5016  0.2964
C  1.3257  0.4822  0.9632
H  0.4395  0.4563  1.6304
H  -2.4710  0.5441  -1.1645
H  3.3912  0.5198  -0.0833
H  -1.3598  1.4343  -2.3642

In terms of stability, arrangement i leads; the second structure lies 0.0100 hartree higher.

Arrangement i

DFT (wB97M-V/def2-TZVPD) results for 2 unconnected molecules or ions with the total composition CH3NO3S.

net charge	-2
HOMO (spin up / spin down)	2.170 / 2.172	eV
M	109.106	g/mol
Kohn-Sham gap (spin up / spin down)	4.10 / 4.09	eV

CARTESIAN COORDINATES (ANGSTROEM)
S  -2.2402  -0.0642  -0.7436
O  4.0411  -0.0484  -0.5994
O  -2.6257  -1.3650  -0.0707
O  -2.5711  1.1445  0.1181
N  2.8096  -0.1682  -0.2252
C  -0.3109  0.0393  -0.6469
H  0.2554  -0.1479  -1.6499
H  0.0170  -0.5165  0.1322
H  -0.3658  1.1991  -0.4783

Arrangement ii

DFT (wB97M-V/def2-TZVPD) results for 2 unconnected molecules or ions with the total composition CH3NO3S.

net charge	-2
HOMO (spin up / spin down)	1.811 / 0.964	eV
M	109.106	g/mol
Kohn-Sham gap (spin up / spin down)	4.86 / 5.71	eV

CARTESIAN COORDINATES (ANGSTROEM)
S  -2.8959  -0.1218  0.2400
O  -3.2608  0.9988  -0.7412
O  3.3045  -0.1842  -0.6286
O  -3.7037  -1.3566  -0.0896
N  2.0001  0.1194  -0.4817
C  1.3149  0.1836  0.7937
H  1.6340  0.8277  -1.0382
H  1.4078  -0.7418  1.4810
H  0.1992  0.2748  0.4646

In terms of stability, arrangement i leads; the second structure lies 0.0061 hartree higher.